# 1
Below is the molecule C3H4ClFS in a non-equilibrium geometry, with properties calculated with ωB97M-V/def2-TZVPD.

ORCA input file:
```
! RIJCOSX wB97M-V def2-TZVPD def2/J DEFGRID3
* xyz 0 1
F -0.7138 1.7634 -0.4833
C 0.2716 1.3420 0.4526
C 0.6647 -0.0508 0.0759
S 2.2603 -0.4525 -0.0391
C -0.3580 -1.0726 -0.1945
Cl -1.9916 -0.5993 0.1167
H 1.1451 2.0012 0.3399
H 0.0309 1.3815 1.5410
H -0.3428 -1.2649 -1.2817
H -0.1856 -1.8715 0.3888
*
```

Calculated values
SMILES: FCC(=S)CCl
HOMO energy in eV: -9.3
Energy above the lowest of the compared OMol25 structures with the same formula, charge and spin in kJ/mol: 89.28
Lowest unoccupied orbital energy in eV: -0.81
Calculated total energy in Eh: -1074.90563
Max |F| in eV/Å: 3.700

Computed natural (NBO) charges, given in elementary charges: F -0.36; C -0.04; C -0.07; S 0.06; C -0.48; Cl -0.02; H 0.21; H 0.21; H 0.26; H 0.24

# 2
Below is the molecule C3H4ClFS in a non-equilibrium geometry, with properties calculated with ωB97M-V/def2-TZVPD.

ORCA input file:
```
! RIJCOSX wB97M-V def2-TZVPD def2/J DEFGRID3
* xyz 0 1
F -0.6307 0.0315 -1.7710
C -0.4891 -0.2030 -0.5010
C -1.4664 0.0318 0.3257
Cl -1.4287 -0.2743 2.0578
C 0.9515 -0.5719 -0.1738
S 1.9304 1.0200 -0.3652
H -2.4364 0.5098 0.0768
H 1.0641 -1.0415 0.7824
H 1.3402 -1.1577 -0.9501
H 1.1651 1.6553 0.5184
*
```

Calculated values
SMILES: F/C(=C/Cl)CS
HOMO energy in eV: -9.4
Energy above the lowest of the compared OMol25 structures with the same formula, charge and spin in kJ/mol: 58.85
Lowest unoccupied orbital energy in eV: 0.81
Calculated total energy in Eh: -1074.91722
Max |F| in eV/Å: 2.963

Computed natural (NBO) charges, given in elementary charges: F -0.30; C 0.37; C -0.30; Cl -0.02; C -0.54; S -0.03; H 0.24; H 0.24; H 0.23; H 0.12

# 3
Below is a cluster of 2 separate species, C3H4ClI in total in a non-equilibrium geometry, with properties calculated with ωB97M-V/def2-TZVPD.

ORCA input file:
```
! RIJCOSX wB97M-V def2-TZVPD def2/J DEFGRID3
* xyz 0 1
C 0.0827 -1.2786 0.5019
C -0.2691 -0.2109 -0.0066
C 2.0111 1.0084 -0.6550
Cl 2.1294 2.6203 0.1297
I 3.2662 -0.4773 0.1547
H -0.4883 -1.9900 1.0799
H 1.1384 -1.6761 0.4189
H -1.1991 0.2613 -0.1566
H 2.4545 1.1164 -1.6863
*
```

Calculated values
HOMO energy (spin up / spin down) in eV: -8.7 / -8.7
Energy above the lowest of the compared OMol25 structures with the same formula, charge and spin in kJ/mol: 421.31
Lowest unoccupied orbital energy (spin up / spin down) in eV: -1.08 / -1.08
Calculated total energy in Eh: -874.39530
Max |F| in eV/Å: 5.118

Computed natural (NBO) charges, given in elementary charges: C -0.53; C 0.01; C -0.52; Cl -0.03; I 0.19; H 0.25; H 0.23; H 0.20; H 0.20

# 4
Below is a cluster of 2 separate species, C3H4ClIN2 in total in a non-equilibrium geometry, with properties calculated with ωB97M-V/def2-TZVPD.

ORCA input file:
```
! RIJCOSX wB97M-V def2-TZVPD def2/J DEFGRID3
* xyz 0 1
I 2.6958 1.2398 -1.1076
C 1.1613 0.2569 0.0885
C 1.4206 -0.1965 1.3740
N 0.6573 0.3027 2.2719
N -0.0377 1.3956 1.6760
C 0.1112 1.3332 0.4008
H 0.7162 -0.4105 -0.6828
H 2.1411 -1.0132 1.6385
H -0.2309 2.0775 -0.2994
Cl -2.1407 -0.6492 -0.0745
H -1.2185 0.3104 0.0507
*
```

Calculated values
SMILES: IC1C=NN=C1.Cl
HOMO energy in eV: -10.3
Energy above the lowest of the compared OMol25 structures with the same formula, charge and spin in kJ/mol: 43.41
Lowest unoccupied orbital energy in eV: -1.39
Calculated total energy in Eh: -984.02672
Max |F| in eV/Å: 5.365

Computed natural (NBO) charges, given in elementary charges: I 0.16; C -0.46; C 0.02; N -0.21; N -0.20; C -0.06; H 0.30; H 0.23; H 0.25; Cl -0.29; H 0.25

# 5
Below is the molecule C3H4ClN3 in a non-equilibrium geometry, with properties calculated with ωB97M-V/def2-TZVPD.

ORCA input file:
```
! RIJCOSX wB97M-V def2-TZVPD def2/J DEFGRID3
* xyz 0 1
C -1.8500 1.0647 1.1521
C -0.8185 1.3395 0.2394
C 1.1996 -2.1751 -0.3194
N -1.8452 -0.2559 1.3627
N -0.8768 -0.6770 0.6214
N -0.2519 0.2291 -0.1324
Cl -0.0757 -2.4846 0.6465
H -2.4598 1.8411 1.5468
H -0.3461 2.1617 -0.2681
H 1.8473 -1.5666 0.1569
H 1.1187 -2.0170 -1.3385
*
```

Calculated values
HOMO energy (spin up / spin down) in eV: -9.3 / -9.3
Energy above the lowest of the compared OMol25 structures with the same formula, charge and spin in kJ/mol: 565.19
Lowest unoccupied orbital energy (spin up / spin down) in eV: -0.77 / -0.77
Calculated total energy in Eh: -740.96556
Max |F| in eV/Å: 3.369

Computed natural (NBO) charges, given in elementary charges: C -0.13; C -0.11; C -0.50; N -0.24; N -0.12; N -0.30; Cl 0.57; H 0.21; H 0.22; H 0.19; H 0.21

# 6
Below is the molecule C3H4ClN3O in a non-equilibrium geometry, with properties calculated with ωB97M-V/def2-TZVPD.

ORCA input file:
```
! RIJCOSX wB97M-V def2-TZVPD def2/J DEFGRID3
* xyz 0 1
H 1.2059 -2.7226 -1.2280
N 0.7043 -2.3774 -0.2548
C 0.1249 -1.2487 -0.3684
O -0.1351 -0.7206 0.8053
C -0.2248 0.7049 0.5896
Cl -0.3638 1.5133 2.0029
C -0.2980 0.9402 -0.7653
N -0.1467 -0.2872 -1.3426
N 0.5394 -0.4270 -2.5576
H -0.2627 1.8834 -1.1755
H -0.1588 -0.3104 -3.3618
H 1.1891 0.4514 -2.3761
*
```

Calculated values
SMILES: [H]/N=c1/oc(Cl)cn1N
HOMO energy in eV: -8.1
Energy above the lowest of the compared OMol25 structures with the same formula, charge and spin in kJ/mol: 359.54
Lowest unoccupied orbital energy in eV: 0.53
Calculated total energy in Eh: -816.30238
Max |F| in eV/Å: 5.267

Computed natural (NBO) charges, given in elementary charges: H 0.35; N -0.72; C 0.65; O -0.44; C 0.15; Cl 0.12; C -0.15; N -0.29; N -0.63; H 0.23; H 0.37; H 0.35

# 7
Below is the molecule C3H4ClN3O in a non-equilibrium geometry, with properties calculated with ωB97M-V/def2-TZVPD.

ORCA input file:
```
! RIJCOSX wB97M-V def2-TZVPD def2/J DEFGRID3
* xyz 0 1
H -2.6429 -1.6613 0.0283
N -2.3277 -0.6874 -0.0596
C -1.0907 -0.3989 -0.1955
N -0.6357 0.8944 -0.4899
C 0.7533 0.8599 -0.1084
O 1.2394 2.1218 -0.0427
C 1.0610 -0.4448 -0.0257
Cl 2.7398 -0.9127 -0.1933
N -0.0003 -1.3250 -0.1966
H -1.1886 1.6371 0.2486
H 2.2242 1.9231 0.3343
H -0.1319 -2.0064 0.7004
*
```

Calculated values
SMILES: [H]/N=c1/[nH]c(O)c(Cl)[nH]1
HOMO energy in eV: -8.2
Energy above the lowest of the compared OMol25 structures with the same formula, charge and spin in kJ/mol: 244.04
Lowest unoccupied orbital energy in eV: 0.33
Calculated total energy in Eh: -816.34637
Max |F| in eV/Å: 5.447

Computed natural (NBO) charges, given in elementary charges: H 0.36; N -0.73; C 0.55; N -0.59; C 0.39; O -0.63; C -0.03; Cl -0.02; N -0.61; H 0.41; H 0.50; H 0.40

# 8
Below is the molecule C3H4ClNO in a non-equilibrium geometry, with properties calculated with ωB97M-V/def2-TZVPD.

ORCA input file:
```
! RIJCOSX wB97M-V def2-TZVPD def2/J DEFGRID3
* xyz 0 1
C 1.4457 -0.8355 -0.6460
C 0.1809 -0.3576 -0.6772
Cl -1.1029 -0.9570 -1.7303
C -0.1188 0.6026 0.5063
N -1.4379 0.7697 0.7882
O 0.8142 1.1810 1.0440
H 2.2699 -0.3390 -0.1310
H 1.6822 -1.6851 -1.4163
H -2.2323 0.1319 0.7919
H -1.5010 1.4891 1.4705
*
```

Calculated values
SMILES: C=C(Cl)C(N)=O
HOMO energy in eV: -9.9
Energy above the lowest of the compared OMol25 structures with the same formula, charge and spin in kJ/mol: 54.07
Lowest unoccupied orbital energy in eV: 0.52
Calculated total energy in Eh: -706.88110
Max |F| in eV/Å: 3.636

Computed natural (NBO) charges, given in elementary charges: C -0.34; C -0.15; Cl 0.00; C 0.64; N -0.83; O -0.60; H 0.25; H 0.21; H 0.42; H 0.39

# 9
Below is a cluster of 2 separate species, C3H4ClNO2 in total in a non-equilibrium geometry, with properties calculated with ωB97M-V/def2-TZVPD.

ORCA input file:
```
! RIJCOSX wB97M-V def2-TZVPD def2/J DEFGRID3
* xyz 0 1
C -0.5819 1.0479 0.1028
C 0.2191 -0.2197 0.3744
C -0.9983 -0.1495 -0.5546
N 1.5161 -0.5699 -0.0969
O 2.2516 -0.9324 0.8124
O 1.7959 -0.4440 -1.3009
Cl -2.4450 -0.9908 0.0318
H -1.0304 1.3836 0.9766
H -0.1880 1.8245 -0.5045
H 0.2081 -0.6711 1.8244
H -0.7471 -0.2787 -1.6656
*
```

Calculated values
HOMO energy in eV: -10.8
Energy above the lowest of the compared OMol25 structures with the same formula, charge and spin in kJ/mol: 572.12
Lowest unoccupied orbital energy in eV: -0.19
Calculated total energy in Eh: -781.93714
Max |F| in eV/Å: 5.283

Computed natural (NBO) charges, given in elementary charges: C -0.42; C -0.10; C -0.24; N 0.49; O -0.36; O -0.39; Cl -0.01; H 0.25; H 0.24; H 0.27; H 0.28

# 10
Below is the molecule C3H4ClNOS in a non-equilibrium geometry, with properties calculated with ωB97M-V/def2-TZVPD.

ORCA input file:
```
! RIJCOSX wB97M-V def2-TZVPD def2/J DEFGRID3
* xyz 0 1
O 0.0287 -0.7872 -2.4325
N -0.7007 0.1473 -1.8162
C -0.3659 0.5017 -0.6344
C 0.5829 -0.1000 0.2946
S 1.8642 -1.0485 0.0128
C 0.2717 0.1840 1.6976
Cl -1.4724 -0.0453 1.9879
H -0.4580 -0.9866 -3.2570
H -0.9745 1.2637 -0.1719
H 0.8043 -0.3838 2.4701
H 0.4197 1.2546 1.8492
*
```

Calculated values
SMILES: O/N=C\C(=S)CCl
HOMO energy in eV: -8.8
Energy above the lowest of the compared OMol25 structures with the same formula, charge and spin in kJ/mol: 236.77
Lowest unoccupied orbital energy in eV: -1.00
Calculated total energy in Eh: -1104.99389
Max |F| in eV/Å: 1.711

Computed natural (NBO) charges, given in elementary charges: O -0.50; N -0.05; C -0.08; C -0.19; S 0.12; C -0.43; Cl -0.06; H 0.49; H 0.21; H 0.25; H 0.23